# 1
A molecular structure, C69H80N7RbSSb2, computed with ωB97M-V/def2-TZVPD.

total energy = -3963.26015 a.u.
E_HOMO = -0.219 eV
lowest unoccupied orbital energy = 0.12279 hartree
Kohn-Sham gap = 3.560 eV
energy relative to the best compared isomer or geometry (same formula, charge and spin) = 1.176 eV

```
! RIJCOSX wB97M-V def2-TZVPD def2/J DEFGRID3
* xyz -2 1
Rb 0.481 -0.505 -0.486
C -3.073 2.452 3.029
N -1.733 2.644 2.520
C -1.676 3.735 1.577
C -0.817 2.825 3.633
C 0.617 3.170 3.253
N 1.247 2.273 2.310
C 1.464 0.961 2.893
C 2.491 2.837 1.829
H -3.417 3.314 3.633
H -3.106 1.559 3.654
H -3.780 2.318 2.211
H -1.881 4.717 2.048
H -2.423 3.579 0.796
H -0.699 3.767 1.097
H -0.845 1.921 4.245
H -1.171 3.655 4.284
H 1.193 3.211 4.203
H 0.651 4.182 2.838
H 2.082 1.018 3.807
H 1.971 0.310 2.188
H 0.515 0.484 3.130
H 3.215 3.006 2.649
H 2.298 3.794 1.340
H 2.952 2.173 1.098
N -1.172 -4.343 -4.052
C -2.496 -4.466 -4.490
C -2.850 -5.415 -5.433
C -4.177 -5.536 -5.837
C -5.137 -4.674 -5.335
C -4.773 -3.694 -4.416
C -3.467 -3.612 -3.963
S -3.014 -2.479 -2.698
N -1.371 -2.235 -3.003
C -0.669 -3.144 -3.564
C 0.818 -2.934 -3.698
C 1.658 -3.847 -4.332
C 3.023 -3.588 -4.347
C 3.501 -2.436 -3.749
C 2.585 -1.568 -3.158
N 1.286 -1.817 -3.136
H -0.517 -4.993 -4.449
H -2.092 -6.076 -5.836
H -4.448 -6.300 -6.554
H -6.168 -4.756 -5.653
H -5.509 -3.005 -4.026
H 1.298 -4.752 -4.802
H 3.699 -4.294 -4.816
H 4.556 -2.203 -3.719
H 2.896 -0.642 -2.684
C -3.330 0.458 -0.504
C -4.553 -0.371 -0.097
C -4.345 -1.168 1.200
Sb -2.232 -1.965 1.583
C -2.624 -3.761 0.421
C -3.916 -4.208 0.161
C -4.144 -5.319 -0.640
C -3.069 -6.016 -1.176
C -1.778 -5.602 -0.889
C -1.556 -4.479 -0.099
C -2.975 -2.973 3.374
C -3.707 -2.272 4.331
C -4.146 -2.879 5.500
C -3.846 -4.211 5.744
C -3.103 -4.920 4.810
C -2.675 -4.306 3.641
Sb -3.567 2.153 -1.817
C -4.358 1.156 -3.544
C -5.614 1.389 -4.096
C -6.001 0.761 -5.272
C -5.135 -0.108 -5.917
C -3.871 -0.331 -5.391
C -3.484 0.309 -4.224
C -5.398 2.926 -0.987
C -6.632 2.274 -0.983
C -7.742 2.845 -0.380
C -7.642 4.086 0.233
C -6.428 4.753 0.233
C -5.322 4.178 -0.378
H -2.582 -0.191 -0.949
H -2.844 0.884 0.380
H -4.804 -1.047 -0.924
H -5.415 0.291 0.024
H -5.146 -1.901 1.327
H -4.434 -0.469 2.043
H -4.762 -3.676 0.577
H -5.158 -5.642 -0.846
H -3.243 -6.880 -1.807
H -0.929 -6.152 -1.279
H -0.563 -4.128 0.135
H -3.944 -1.226 4.168
H -4.718 -2.309 6.224
H -4.181 -4.691 6.656
H -2.849 -5.958 4.993
H -2.091 -4.875 2.927
H -6.304 2.069 -3.612
H -6.986 0.952 -5.682
H -5.440 -0.605 -6.830
H -3.184 -1.006 -5.885
H -2.488 0.127 -3.838
H -6.729 1.299 -1.443
H -8.686 2.313 -0.379
H -8.507 4.527 0.712
H -6.337 5.720 0.712
H -4.381 4.716 -0.372
N 0.133 -2.479 1.379
C 1.259 -3.134 1.280
C 1.837 -3.603 0.014
C 3.045 -4.264 -0.084
C 3.831 -4.536 1.030
C 3.327 -4.115 2.274
C 2.128 -3.468 2.405
H 1.249 -3.430 -0.887
H 3.393 -4.573 -1.068
H 4.784 -5.042 0.946
H 3.914 -4.313 3.169
H 1.771 -3.160 3.384
C 7.053 2.970 -2.159
C 5.929 2.144 -1.580
C 6.194 1.227 -0.573
C 5.137 0.456 -0.066
C 5.365 -0.545 1.036
C 3.873 0.640 -0.566
C 3.528 1.570 -1.605
C 4.647 2.315 -2.090
N 2.239 1.596 -1.969
C 1.730 2.395 -3.055
C 0.241 1.997 -3.163
C -0.490 2.750 -4.272
C 0.183 2.450 -5.613
C 1.654 2.868 -5.546
C 1.742 4.371 -5.256
C 1.052 4.685 -3.925
C -0.416 4.254 -4.000
C 1.750 3.919 -2.797
C 2.357 2.088 -4.432
H 7.975 2.831 -1.591
H 6.808 4.034 -2.151
H 7.254 2.692 -3.197
H 7.201 1.099 -0.192
H 6.373 -0.962 0.983
H 4.655 -1.371 0.994
H 5.258 -0.071 2.015
H 3.073 0.023 -0.171
H 4.527 3.046 -2.877
H -0.230 2.195 -2.193
H 0.191 0.917 -3.335
H -1.544 2.436 -4.308
H -0.330 2.982 -6.422
H 0.114 1.380 -5.830
H 2.140 2.654 -6.506
H 1.266 4.936 -6.067
H 2.791 4.680 -5.214
H 1.109 5.763 -3.729
H -0.939 4.804 -4.791
H -0.920 4.481 -3.054
H 1.241 4.095 -1.843
H 2.771 4.280 -2.676
H 3.423 2.314 -4.432
H 2.261 1.012 -4.610
*
```



# 2
A molecular structure, C6F18Li2N3O12S6, computed with ωB97M-V/def2-TZVPD.

total energy = -5497.72954 a.u.
E_HOMO = -7.890 eV
lowest unoccupied orbital energy = 0.05760 hartree
Kohn-Sham gap = 9.457 eV
energy relative to the best compared isomer or geometry (same formula, charge and spin) = 0.000 eV

```
! RIJCOSX wB97M-V def2-TZVPD def2/J DEFGRID3
* xyz -1 1
Li -17.503 -10.531 -8.484
Li -16.234 -8.353 -9.463
C -13.664 -5.715 -10.128
F -12.959 -4.582 -10.165
F -13.394 -6.479 -11.164
F -13.306 -6.343 -9.012
S -15.495 -5.229 -9.969
O -15.710 -5.046 -8.549
O -15.717 -4.030 -10.750
N -16.309 -6.686 -10.421
S -16.713 -6.432 -11.939
O -15.728 -5.775 -12.758
O -17.226 -7.684 -12.439
C -18.265 -5.301 -11.986
F -19.217 -5.863 -12.703
F -18.733 -5.069 -10.779
F -17.929 -4.170 -12.583
C -20.257 -8.161 -7.193
F -21.017 -7.136 -6.900
F -19.821 -8.805 -6.130
F -20.983 -9.046 -7.893
S -18.860 -7.534 -8.324
O -19.175 -7.862 -9.693
O -18.732 -6.132 -8.030
N -17.502 -8.594 -7.862
S -16.698 -7.970 -6.601
O -15.350 -7.727 -7.051
O -17.351 -6.971 -5.805
C -16.540 -9.505 -5.492
F -17.737 -9.958 -5.123
F -15.929 -10.475 -6.195
F -15.800 -9.229 -4.431
C -13.472 -9.782 -9.200
F -12.392 -9.990 -9.937
F -13.116 -9.640 -7.944
F -14.079 -8.674 -9.615
S -14.663 -11.232 -9.457
O -14.090 -12.086 -10.463
O -14.819 -11.810 -8.140
N -16.118 -10.360 -9.817
S -16.719 -10.957 -11.179
O -16.728 -12.376 -11.298
O -17.972 -10.253 -11.328
C -15.659 -10.322 -12.642
F -16.421 -9.867 -13.601
F -14.796 -9.382 -12.213
F -14.895 -11.334 -13.113
*
```



# 3
A molecular structure, C6F18O18S6Y, computed with ωB97M-V/def2-TZVPD.

total energy = -5808.48171 a.u.
E_HOMO = -2.437 eV
lowest unoccupied orbital energy = 0.23182 hartree
Kohn-Sham gap = 8.745 eV
energy relative to the best compared isomer or geometry (same formula, charge and spin) = 0.074 eV

```
! RIJCOSX wB97M-V def2-TZVPD def2/J DEFGRID3
* xyz -3 1
Y 0.265 0.248 0.055
C 3.104 -1.727 -3.090
F 2.522 -0.907 -3.952
F 2.354 -2.821 -2.943
F 4.277 -2.130 -3.640
S 3.407 -0.962 -1.458
O 3.927 -2.072 -0.720
O 4.294 0.139 -1.717
O 2.048 -0.529 -1.077
C 1.317 2.812 3.346
F 0.839 4.029 3.623
F 2.506 2.706 3.963
F 0.504 1.891 3.852
S 1.515 2.578 1.531
O 0.160 2.502 0.984
O 2.337 3.654 1.087
O 2.068 1.238 1.340
C -1.480 2.786 -2.823
F -1.848 3.180 -1.606
F -2.554 2.302 -3.456
F -1.052 3.866 -3.499
S -0.170 1.516 -2.656
O 0.384 1.409 -3.959
O 0.700 1.957 -1.570
O -0.855 0.347 -2.094
C 1.203 -1.588 4.409
F 0.038 -1.171 4.918
F 2.131 -0.666 4.755
F 1.557 -2.719 5.030
S 1.153 -1.852 2.586
O 0.297 -0.732 2.140
O 2.509 -1.725 2.154
O 0.566 -3.144 2.471
C -4.158 1.990 0.316
F -3.583 3.103 0.832
F -5.459 2.001 0.679
F -4.112 2.089 -1.028
S -3.363 0.465 0.923
O -1.940 0.712 0.669
O -3.691 0.484 2.327
O -3.999 -0.519 0.098
C -1.369 -3.039 -2.453
F -2.539 -2.474 -2.698
F -1.416 -4.284 -3.009
F -0.425 -2.364 -3.104
S -1.045 -3.155 -0.630
O -0.110 -4.211 -0.482
O -0.484 -1.825 -0.338
O -2.335 -3.390 -0.088
*
```



# 4
A molecular structure, C6F18O18S6Zn, computed with ωB97M-V/def2-TZVPD.

total energy = -7548.91199 a.u.
E_HOMO = 1.347 eV
lowest unoccupied orbital energy = 0.30554 hartree
Kohn-Sham gap = 6.967 eV
energy relative to the best compared isomer or geometry (same formula, charge and spin) = 6.783 eV

```
! RIJCOSX wB97M-V def2-TZVPD def2/J DEFGRID3
* xyz -4 1
Zn 0.039 -0.259 -0.227
C 4.401 1.199 1.229
F 4.358 0.073 2.009
F 3.780 2.152 1.893
F 5.713 1.420 1.000
S 3.432 0.737 -0.448
O 2.071 0.258 -0.144
O 3.163 1.882 -1.304
O 4.277 -0.299 -1.081
C 0.637 -1.270 -4.758
F 0.629 -2.620 -4.854
F 1.319 -0.771 -5.735
F -0.595 -0.671 -4.793
S 1.479 -0.649 -3.136
O 2.772 -1.359 -3.172
O 1.705 0.775 -3.371
O 0.533 -0.871 -2.015
C -1.609 4.024 -0.990
F -2.094 4.068 -2.119
F -1.156 5.197 -0.629
F -2.522 3.653 -0.038
S -0.064 2.898 -0.922
O 0.773 3.146 -2.125
O 0.709 3.227 0.310
O -0.496 1.493 -0.773
C -4.710 -0.743 -1.384
F -4.451 -0.490 -2.722
F -5.250 0.398 -0.884
F -5.696 -1.656 -1.260
S -3.160 -1.427 -0.385
O -2.922 -2.707 -1.017
O -1.952 -0.591 -0.626
O -3.479 -1.550 1.060
C -0.372 1.251 4.209
F -0.999 0.719 5.247
F -0.540 2.604 4.263
F 0.889 0.911 4.203
S -1.190 0.507 2.614
O -0.140 0.352 1.586
O -1.783 -0.813 2.965
O -2.195 1.474 2.156
C 1.239 -3.150 2.692
F 1.304 -1.932 3.093
F 2.457 -3.370 2.316
F 0.919 -3.977 3.698
S -0.074 -3.311 1.312
O -1.441 -3.272 1.857
O 0.060 -2.064 0.555
O 0.229 -4.596 0.646
*
```



# 5
A single C6H10 molecule, computed with ωB97M-V/def2-TZVPD.

total energy = -234.43777 a.u.
E_HOMO = -8.004 eV
lowest unoccupied orbital energy = 0.03654 hartree
Kohn-Sham gap = 8.998 eV
energy relative to the best compared isomer or geometry (same formula, charge and spin) = 4.483 eV

```
! RIJCOSX wB97M-V def2-TZVPD def2/J DEFGRID3
* xyz 0 1
C 1.391 -0.453 0.523
C 0.125 0.043 -0.151
C -0.080 1.557 -0.108
C -1.058 1.314 0.976
C -1.163 -0.893 0.005
C -0.419 -0.777 -1.280
H 1.538 0.023 1.497
H 2.265 -0.231 -0.099
H 1.359 -1.535 0.681
H 0.873 2.044 0.127
H -0.501 1.968 -1.032
H -0.454 1.092 1.883
H -0.988 -1.767 0.627
H -2.178 -0.519 0.039
H -0.908 -0.251 -2.096
H 0.200 -1.615 -1.591
*
```



# 6
A single C6H10 molecule, computed with ωB97M-V/def2-TZVPD.

total energy = -234.46263 a.u.
E_HOMO = -7.869 eV
lowest unoccupied orbital energy = 0.03913 hartree
SMILES = C[C@H]1[C@H]2CC[C@@H]12
Kohn-Sham gap = 8.933 eV
energy relative to the best compared isomer or geometry (same formula, charge and spin) = 3.806 eV

```
! RIJCOSX wB97M-V def2-TZVPD def2/J DEFGRID3
* xyz 0 1
C -0.026 -0.385 1.744
C -0.460 0.677 0.777
C 0.367 1.241 -0.686
C 1.063 -0.028 -1.219
C -0.280 -0.804 -1.193
C -0.939 0.437 -0.578
H 0.285 0.029 2.710
H 0.789 -1.002 1.361
H -0.889 -1.036 1.919
H -0.982 1.522 1.238
H 0.645 1.626 0.372
H 1.458 0.089 -2.237
H 1.883 -0.397 -0.601
H -0.315 -1.713 -0.579
H -0.668 -1.048 -2.184
H -1.930 0.790 -0.842
*
```